No. 1
{"formula": "C44H126F3N10O12", "method": "the ωB97M-V functional and the def2-TZVPD basis", "elements": ["C", "C", "C", "O", "C", "N", "H", "H", "H", "H", "H", "H", "H", "H", "H", "H", "H", "H", "C", "C", "C", "O", "C", "N", "H", "H", "H", "H", "H", "H", "H", "H", "H", "H", "H", "H", "C", "C", "C", "O", "C", "N", "H", "H", "H", "H", "H", "H", "H", "H", "H", "H", "H", "H", "C", "C", "C", "O", "C", "N", "H", "H", "H", "H", "H", "H", "H", "H", "H", "H", "H", "H", "C", "C", "C", "O", "C", "N", "H", "H", "H", "H", "H", "H", "H", "H", "H", "H", "H", "H", "C", "C", "C", "O", "C", "N", "H", "H", "H", "H", "H", "H", "H", "H", "H", "H", "H", "H", "C", "C", "C", "O", "C", "N", "H", "H", "H", "H", "H", "H", "H", "H", "H", "H", "H", "H", "C", "C", "C", "O", "C", "N", "H", "H", "H", "H", "H", "H", "H", "H", "H", "H", "H", "H", "C", "C", "C", "O", "C", "N", "H", "H", "H", "H", "H", "H", "H", "H", "H", "H", "H", "H", "C", "C", "C", "O", "C", "N", "H", "H", "H", "H", "H", "H", "H", "H", "H", "H", "H", "H", "C", "O", "O", "C", "F", "F", "F", "C", "C", "H", "H", "H", "H", "H", "H"], "coordinates": [[2.268, -5.830, -2.094], [2.885, -6.114, -0.753], [4.172, -5.417, -0.441], [5.060, -5.749, -1.505], [6.369, -5.139, -1.489], [1.937, -5.666, 0.266], [2.299, -5.661, 1.209], [1.605, -4.762, -0.038], [1.256, -6.412, 0.247], [2.230, -4.741, -2.116], [1.327, -6.379, -2.129], [2.874, -6.165, -2.936], [3.017, -7.179, -0.564], [4.657, -5.709, 0.491], [4.002, -4.342, -0.504], [6.836, -5.125, -0.504], [6.361, -4.074, -1.721], [7.148, -5.542, -2.137], [7.025, 2.499, -3.964], [7.247, 1.558, -2.766], [6.109, 1.629, -1.707], [4.972, 1.180, -2.348], [3.834, 1.240, -1.457], [7.443, 0.075, -3.246], [8.210, -0.064, -3.889], [7.676, -0.657, -2.590], [6.644, -0.182, -3.808], [7.970, 2.513, -4.507], [6.871, 3.520, -3.616], [6.162, 2.311, -4.603], [8.232, 1.725, -2.330], [6.097, 2.622, -1.256], [6.267, 0.988, -0.840], [4.111, 0.610, -0.612], [2.932, 0.810, -1.892], [3.711, 2.269, -1.117], [2.467, 3.036, -6.305], [2.898, 1.657, -5.782], [1.705, 0.780, -5.129], [0.744, 0.630, -6.127], [-0.206, -0.458, -5.902], [3.489, 0.874, -7.017], [4.186, 0.218, -6.693], [2.725, 0.529, -7.580], [4.053, 1.529, -7.540], [2.137, 3.589, -5.425], [1.669, 3.011, -7.048], [3.291, 3.628, -6.703], [3.566, 1.831, -4.939], [1.330, 1.309, -4.253], [2.070, -0.161, -4.718], [-0.639, -0.467, -4.902], [0.354, -1.393, -5.902], [-0.931, -0.602, -6.703], [0.739, -0.915, 4.293], [1.047, -1.878, 5.520], [1.096, -1.259, 6.909], [1.423, -2.308, 7.846], [1.251, -1.795, 9.160], [-0.127, -2.910, 5.585], [0.211, -3.654, 4.991], [-0.288, -3.292, 6.506], [-0.977, -2.601, 5.136], [0.888, -1.548, 3.418], [1.503, -0.148, 4.169], [-0.261, -0.486, 4.350], [1.973, -2.433, 5.368], [0.280, -0.558, 7.083], [2.000, -0.653, 6.856], [1.795, -2.457, 9.833], [0.233, -1.858, 9.545], [1.602, -0.783, 9.363], [-4.369, 2.181, 3.019], [-4.916, 3.164, 3.995], [-4.340, 3.210, 5.455], [-2.966, 3.694, 5.525], [-1.899, 2.843, 5.306], [-4.942, 4.586, 3.419], [-4.009, 4.898, 3.191], [-5.495, 4.651, 2.576], [-5.438, 5.165, 4.082], [-4.407, 1.217, 3.527], [-3.347, 2.468, 2.773], [-4.913, 2.156, 2.074], [-5.954, 2.903, 4.202], [-4.389, 2.195, 5.847], [-4.963, 3.807, 6.121], [-0.937, 3.310, 5.095], [-2.053, 2.242, 4.409], [-1.789, 2.187, 6.169], [-7.517, 1.266, -0.997], [-6.679, 0.029, -1.063], [-5.356, 0.201, -0.291], [-4.612, -0.971, -0.370], [-3.644, -1.052, 0.653], [-7.435, -1.244, -0.621], [-8.197, -1.353, -1.275], [-6.877, -2.086, -0.654], [-7.780, -1.114, 0.320], [-7.111, 2.079, -1.598], [-7.720, 1.635, 0.008], [-8.428, 1.016, -1.540], [-6.274, -0.191, -2.051], [-5.531, 0.530, 0.733], [-4.836, 1.070, -0.693], [-2.962, -1.897, 0.559], [-4.159, -1.038, 1.614], [-2.854, -0.302, 0.640], [-2.761, -5.787, 2.132], [-1.581, -5.262, 1.247], [-2.051, -5.034, -0.191], [-0.884, -4.958, -1.055], [-1.127, -4.739, -2.408], [-0.999, -3.970, 1.859], [-0.442, -4.302, 2.633], [-0.329, -3.396, 1.367], [-1.677, -3.436, 2.384], [-3.630, -5.196, 1.840], [-2.643, -5.688, 3.211], [-3.134, -6.747, 1.775], [-0.742, -5.956, 1.213], [-2.620, -4.108, -0.278], [-2.712, -5.825, -0.543], [-1.705, -5.537, -2.874], [-0.265, -4.662, -3.071], [-1.746, -3.864, -2.604], [-0.870, 4.726, -0.535], [-1.218, 6.123, 0.165], [-1.482, 6.015, 1.725], [-0.343, 5.598, 2.457], [-0.147, 5.755, 3.853], [-0.013, 7.036, 0.008], [0.839, 6.558, 0.263], [0.131, 7.454, -0.901], [-0.008, 7.732, 0.740], [-1.631, 3.949, -0.460], [-0.100, 4.196, 0.026], [-0.745, 4.741, -1.617], [-2.025, 6.556, -0.426], [-2.323, 5.338, 1.877], [-1.759, 7.027, 2.020], [-0.153, 6.790, 4.196], [0.804, 5.244, 4.009], [-1.026, 5.510, 4.449], [-6.724, 1.098, -5.360], [-5.527, 2.039, -4.984], [-4.423, 1.313, -4.136], [-3.262, 2.131, -4.170], [-2.204, 1.717, -3.237], [-4.853, 2.528, -6.264], [-4.586, 1.792, -6.903], [-5.483, 3.172, -6.721], [-3.996, 3.011, -6.031], [-6.395, 0.287, -6.010], [-7.461, 1.744, -5.838], [-7.207, 0.596, -4.522], [-5.839, 3.022, -4.629], [-4.269, 0.282, -4.456], [-4.751, 1.129, -3.113], [-2.032, 0.668, -3.478], [-2.400, 1.718, -2.165], [-1.312, 2.342, -3.280], [5.317, -1.759, 0.758], [4.655, -1.510, 2.142], [4.141, -0.072, 2.224], [3.682, 0.269, 3.517], [3.560, 1.633, 3.684], [3.460, -2.419, 2.382], [3.771, -3.362, 2.199], [3.153, -2.634, 3.320], [2.675, -2.259, 1.767], [5.418, -2.833, 0.601], [6.362, -1.464, 0.857], [4.947, -1.277, -0.147], [5.376, -1.703, 2.936], [3.355, 0.130, 1.497], [4.921, 0.609, 1.884], [4.523, 2.142, 3.657], [3.094, 1.800, 4.655], [2.923, 2.134, 2.955], [0.956, -1.329, -0.379], [0.453, -0.575, 0.706], [1.293, -2.594, 0.166], [0.013, -1.316, -1.700], [0.177, -0.107, -2.315], [0.166, -2.240, -2.565], [-1.248, -1.336, -1.244], [0.200, 0.785, 0.579], [-0.353, 1.237, 1.921], [0.316, 0.937, 2.727], [-0.501, 2.311, 2.041], [-1.286, 0.719, 2.140], [-0.650, 0.928, -0.088], [1.038, 1.433, 0.325], [1.919, -0.846, -0.543]], "s_squared": 0.7553, "total_charge": 10, "max_force_ha_per_bohr": 0.062, "homo_energy_ev": [-26.88, -26.88], "homo_lumo_gap_ev": [6.2900, 2.4977], "spin_multiplicity": 2}

No. 2
{"formula": "C44H126N18O14", "method": "the ωB97M-V functional and the def2-TZVPD basis", "elements": ["C", "C", "C", "O", "C", "N", "H", "H", "H", "H", "H", "H", "H", "H", "H", "H", "H", "C", "C", "C", "O", "C", "N", "H", "H", "H", "H", "H", "H", "H", "H", "H", "H", "H", "C", "C", "C", "O", "C", "N", "H", "H", "H", "H", "H", "H", "H", "H", "H", "H", "H", "C", "C", "C", "O", "C", "N", "H", "H", "H", "H", "H", "H", "H", "H", "H", "H", "H", "C", "C", "C", "O", "C", "N", "H", "H", "H", "H", "H", "H", "H", "H", "H", "H", "H", "C", "C", "C", "O", "C", "N", "H", "H", "H", "H", "H", "H", "H", "H", "H", "H", "H", "C", "C", "C", "O", "C", "N", "H", "H", "H", "H", "H", "H", "H", "H", "H", "H", "H", "C", "C", "C", "O", "C", "N", "H", "H", "H", "H", "H", "H", "H", "H", "H", "H", "H", "C", "C", "C", "O", "C", "N", "H", "H", "H", "H", "H", "H", "H", "H", "H", "H", "H", "C", "C", "C", "O", "C", "N", "H", "H", "H", "H", "H", "H", "H", "H", "H", "H", "H", "C", "O", "N", "N", "H", "H", "H", "H", "C", "O", "N", "N", "H", "H", "H", "H", "C", "O", "N", "N", "H", "H", "H", "H", "C", "O", "N", "N", "H", "H", "H", "H"], "coordinates": [[-2.717, 8.359, 1.087], [-2.034, 9.566, 0.403], [-0.460, 9.564, 0.654], [0.053, 9.639, 1.956], [-0.381, 10.781, 2.744], [-2.301, 9.453, -0.991], [-3.775, 8.232, 0.860], [-2.590, 8.505, 2.160], [-2.267, 7.406, 0.808], [-2.443, 10.531, 0.704], [-0.329, 10.481, 0.078], [0.089, 8.759, 0.166], [-1.437, 10.788, 3.016], [-0.111, 11.707, 2.236], [0.148, 10.728, 3.696], [-1.846, 8.642, -1.385], [-1.965, 10.185, -1.601], [-11.178, -4.335, 2.359], [-10.119, -5.285, 1.929], [-9.249, -4.842, 0.736], [-8.225, -5.842, 0.553], [-7.261, -5.540, -0.408], [-9.286, -5.617, 3.157], [-10.624, -3.426, 2.594], [-11.890, -4.546, 3.157], [-11.891, -4.123, 1.563], [-10.640, -6.215, 1.699], [-8.869, -3.879, 1.079], [-9.819, -4.712, -0.184], [-6.695, -6.471, -0.430], [-6.560, -4.765, -0.097], [-7.481, -5.328, -1.455], [-8.516, -6.087, 2.705], [-8.888, -4.756, 3.505], [1.171, 1.956, -0.129], [1.437, 0.685, -0.947], [0.577, -0.518, -0.456], [0.957, -1.700, -1.116], [0.104, -2.799, -0.811], [1.161, 0.895, -2.379], [2.016, 2.611, -0.342], [1.040, 1.724, 0.928], [0.355, 2.564, -0.520], [2.480, 0.397, -0.813], [-0.493, -0.331, -0.545], [0.654, -0.704, 0.615], [0.280, -3.612, -1.515], [-0.947, -2.519, -0.880], [0.230, -3.157, 0.211], [0.944, -0.067, -2.599], [0.347, 1.488, -2.450], [-4.150, -2.905, 3.828], [-3.682, -1.467, 4.254], [-2.537, -1.515, 5.245], [-1.311, -2.065, 4.614], [-0.099, -1.606, 5.213], [-3.408, -0.580, 3.158], [-4.332, -3.461, 4.747], [-3.554, -3.526, 3.158], [-5.055, -2.724, 3.246], [-4.528, -0.918, 4.667], [-2.866, -2.132, 6.081], [-2.325, -0.545, 5.694], [0.215, -0.564, 5.159], [0.689, -2.101, 4.645], [-0.155, -1.908, 6.259], [-3.229, 0.354, 3.496], [-2.494, -0.916, 2.890], [-2.034, -6.732, -5.082], [-1.812, -8.254, -4.706], [-3.033, -9.175, -5.091], [-3.178, -10.322, -4.282], [-4.462, -10.930, -4.490], [-0.603, -8.824, -5.330], [-2.723, -6.188, -4.435], [-2.332, -6.693, -6.129], [-1.130, -6.132, -4.976], [-1.794, -8.280, -3.616], [-2.886, -9.576, -6.094], [-4.005, -8.682, -5.093], [-5.281, -10.345, -4.071], [-4.368, -11.757, -3.786], [-4.568, -11.234, -5.531], [-0.499, -8.624, -6.315], [-0.502, -9.811, -5.143], [3.652, -11.474, 0.647], [3.564, -10.067, 0.158], [4.747, -9.215, 0.753], [4.694, -7.839, 0.285], [3.700, -7.021, 1.005], [3.570, -10.133, -1.319], [3.659, -11.477, 1.737], [4.481, -12.051, 0.237], [2.754, -12.049, 0.422], [2.624, -9.598, 0.446], [5.711, -9.692, 0.579], [4.718, -9.085, 1.835], [3.507, -6.015, 0.633], [4.107, -6.914, 2.010], [2.738, -7.520, 1.125], [3.917, -9.221, -1.579], [2.592, -10.068, -1.561], [6.438, 3.741, 4.121], [6.255, 2.339, 4.695], [6.621, 1.166, 3.775], [5.943, 1.084, 2.554], [6.025, -0.213, 1.906], [6.830, 2.200, 6.044], [7.221, 3.768, 3.363], [6.810, 4.518, 4.788], [5.567, 4.246, 3.702], [5.179, 2.199, 4.790], [6.511, 0.271, 4.389], [7.668, 1.151, 3.474], [5.550, -0.902, 2.603], [7.081, -0.328, 1.658], [5.452, -0.281, 0.982], [7.702, 2.708, 6.055], [6.327, 2.529, 6.856], [-6.613, 4.997, 4.271], [-6.281, 3.693, 5.037], [-4.765, 3.774, 5.562], [-3.836, 3.786, 4.412], [-2.540, 4.148, 4.880], [-7.241, 3.592, 6.174], [-7.668, 5.051, 4.000], [-5.876, 5.135, 3.480], [-6.420, 5.882, 4.878], [-6.313, 2.857, 4.338], [-4.525, 2.936, 6.216], [-4.668, 4.684, 6.154], [-1.878, 4.139, 4.014], [-2.102, 3.461, 5.603], [-2.430, 5.028, 5.513], [-7.433, 2.637, 6.443], [-8.121, 4.030, 5.945], [10.067, 9.925, 1.169], [9.166, 8.868, 0.407], [7.749, 8.908, 0.855], [7.045, 7.901, 0.026], [5.673, 7.712, 0.258], [9.091, 9.274, -1.000], [9.549, 10.840, 0.881], [11.104, 10.026, 0.849], [9.921, 9.979, 2.247], [9.560, 7.860, 0.538], [7.289, 9.864, 0.607], [7.724, 8.711, 1.927], [5.085, 8.604, 0.036], [5.465, 7.513, 1.309], [5.317, 6.819, -0.256], [10.020, 9.277, -1.396], [8.667, 8.442, -1.385], [3.408, 5.458, -7.701], [3.102, 4.350, -6.732], [4.083, 3.150, -6.849], [4.170, 2.675, -8.176], [4.314, 1.238, -8.356], [3.348, 4.911, -5.406], [2.674, 6.234, -7.485], [3.301, 5.230, -8.761], [4.429, 5.839, -7.712], [2.090, 3.955, -6.816], [3.891, 2.392, -6.091], [5.102, 3.459, -6.614], [4.403, 0.979, -9.411], [3.481, 0.658, -7.956], [5.310, 0.886, -8.089], [2.571, 5.499, -5.140], [3.378, 4.241, -4.651], [-2.529, 5.154, -5.184], [-1.884, 4.599, -4.318], [-3.628, 4.642, -5.603], [-2.105, 6.170, -5.825], [-4.091, 5.207, -6.301], [-4.077, 3.888, -5.104], [-1.258, 6.672, -5.602], [-2.750, 6.634, -6.449], [4.584, -3.247, -4.910], [5.458, -3.178, -4.047], [3.383, -2.840, -4.710], [4.881, -3.424, -6.161], [2.694, -2.863, -5.448], [3.064, -2.722, -3.760], [4.200, -3.674, -6.865], [5.849, -3.666, -6.315], [-5.489, -0.495, -2.085], [-6.103, -0.690, -3.127], [-5.937, 0.135, -1.046], [-4.260, -0.853, -1.985], [-5.400, 0.048, -0.194], [-6.896, 0.434, -1.151], [-3.825, -0.589, -1.112], [-3.733, -1.120, -2.805], [-0.272, -7.554, 4.212], [-0.997, -7.463, 3.231], [0.300, -8.667, 4.572], [0.069, -6.601, 5.040], [0.906, -8.544, 5.371], [0.034, -9.543, 4.146], [0.656, -6.768, 5.845], [-0.336, -5.678, 4.979]], "de_lowest_kj_mol": 659.7, "total_charge": 0, "max_force_ha_per_bohr": 0.122, "homo_energy_ev": -8.93, "homo_lumo_gap_ev": 8.9894}